# 1
This record from the OMol25 dataset describes C35H71ClGaN3O6 as an isolated structure in a non-equilibrium geometry. The level of theory is ωB97M-V/def2-TZVPD.

Output
M = 735.14 g mol⁻¹
orbital gap (spin up / spin down) = 6.888 / 5.985 eV
energy = -4376.52431 hartree
E_HOMO (spin up / spin down) = -4.93 / -4.92 eV
LUMO level (spin up / spin down) = 1.96 / 1.06 eV
<S²> = 3.76

```
! wB97M-V def2-TZVPD RIJCOSX def2/J DEFGRID3
* xyz -1 4
C 2.95 0.91 3.65
C 2.74 2.10 2.52
C 1.26 2.81 2.56
O 0.49 2.40 3.75
Ga -1.34 2.12 3.20
C -2.42 3.72 3.97
C -4.03 3.44 4.15
O -4.51 3.34 5.42
O -5.02 3.35 3.07
C -1.93 0.38 4.19
C -3.33 -0.21 3.58
C -3.61 0.18 2.00
Cl -3.25 -2.07 3.69
H 2.94 1.36 4.74
H 2.23 0.00 3.51
H 4.06 0.49 3.48
H 3.55 2.94 2.71
H 2.86 1.60 1.47
H 1.42 3.97 2.62
H 0.68 2.50 1.58
H -1.45 1.96 1.60
H -1.95 3.98 5.04
H -2.31 4.64 3.24
H -5.36 2.39 2.98
H -2.11 0.70 5.33
H -1.03 -0.37 4.19
H -4.22 0.22 4.21
H -4.60 -0.41 1.69
H -3.84 1.31 1.82
H -2.73 -0.17 1.29
C -3.81 5.73 -0.84
C -2.60 4.77 -1.08
C -1.79 5.31 -2.29
C -2.53 5.15 -3.61
C -2.98 3.71 -3.83
C -3.69 3.04 -2.62
N -3.05 3.36 -1.30
O -1.91 2.53 -1.18
C -5.18 3.45 -2.55
C -3.76 1.50 -2.92
C -1.77 4.93 0.24
H -3.48 6.67 -0.39
H -4.33 6.01 -1.74
H -4.53 5.28 -0.15
H -0.82 4.80 -2.36
H -1.55 6.37 -2.14
H -3.40 5.82 -3.65
H -1.88 5.45 -4.43
H -3.64 3.68 -4.71
H -2.09 3.13 -4.10
H -5.66 3.03 -1.65
H -5.74 3.07 -3.42
H -5.35 4.53 -2.55
H -2.77 1.08 -3.14
H -4.38 1.30 -3.79
H -4.18 0.95 -2.07
H -2.41 4.73 1.11
H -1.38 5.95 0.33
H -0.91 4.26 0.30
C 4.83 -3.66 7.32
C 4.19 -3.19 5.98
C 3.51 -4.40 5.31
C 4.52 -5.42 4.78
C 5.54 -4.77 3.86
C 6.18 -3.46 4.40
N 5.21 -2.54 5.08
O 4.50 -1.87 4.07
C 7.33 -3.77 5.39
C 6.92 -2.78 3.20
C 3.11 -2.16 6.47
H 4.06 -3.85 8.08
H 5.38 -4.60 7.24
H 5.51 -2.90 7.73
H 2.87 -4.07 4.48
H 2.84 -4.90 6.02
H 5.03 -5.93 5.61
H 3.99 -6.20 4.23
H 6.33 -5.50 3.64
H 5.04 -4.56 2.90
H 7.74 -2.85 5.82
H 8.17 -4.28 4.88
H 7.05 -4.43 6.20
H 6.27 -2.63 2.33
H 7.75 -3.40 2.84
H 7.35 -1.81 3.48
H 3.57 -1.40 7.11
H 2.33 -2.67 7.05
H 2.60 -1.65 5.66
C -2.47 -3.52 -6.76
C -1.99 -2.08 -7.11
C -1.00 -2.17 -8.30
C 0.32 -2.82 -7.90
C 0.95 -2.13 -6.69
C -0.02 -1.87 -5.50
N -1.38 -1.41 -5.91
O -1.28 -0.04 -6.22
C -0.17 -3.15 -4.63
C 0.71 -0.87 -4.53
C -3.32 -1.38 -7.56
H -3.18 -3.89 -7.52
H -1.68 -4.26 -6.73
H -3.00 -3.55 -5.80
H -0.80 -1.17 -8.70
H -1.45 -2.74 -9.12
H 0.19 -3.88 -7.69
H 1.02 -2.76 -8.75
H 1.81 -2.72 -6.36
H 1.36 -1.17 -7.04
H -0.90 -2.99 -3.83
H 0.78 -3.42 -4.15
H -0.47 -4.03 -5.19
H 1.03 0.04 -5.04
H 1.61 -1.32 -4.11
H 0.06 -0.59 -3.69
H -4.09 -1.49 -6.79
H -3.70 -1.83 -8.48
H -3.20 -0.31 -7.77
*
```

***

# 2
This record from the OMol25 dataset describes C35H73BO16S as an isolated structure. The level of theory is ωB97M-V/def2-TZVPD.

Output
M = 792.83 g mol⁻¹
orbital gap = 9.574 eV
ΔE to the lowest compared entry with this formula, charge and spin = 0.0 kcal per mole
energy = -3004.06875 hartree
E_HOMO = -9.01 eV
LUMO level = 0.56 eV

```
! wB97M-V def2-TZVPD RIJCOSX def2/J DEFGRID3
* xyz 0 1
C 1.78 0.45 0.18
C 1.28 1.44 -0.52
C 0.26 2.32 0.08
O -0.38 2.03 1.05
O 0.17 3.50 -0.55
C -1.06 4.21 -0.39
C -2.00 4.01 -1.57
C -3.16 5.02 -1.43
C -4.51 4.49 -1.96
C -5.49 4.07 -0.84
C -6.31 2.80 -1.13
C -5.50 1.60 -1.58
O -5.98 0.97 -2.82
S -4.96 -0.22 -3.08
O -5.67 -1.34 -3.59
O -3.83 0.26 -3.79
O -4.56 -0.48 -1.56
C -5.38 0.41 -0.66
B -6.68 -0.53 -0.48
C -6.55 -1.94 0.18
O -7.90 -0.09 -0.94
C -4.56 0.76 0.60
C -3.17 0.13 0.61
C -5.29 0.45 1.92
C -4.72 1.27 3.10
C -5.69 2.33 3.66
H 2.68 -0.08 -0.13
H 1.35 0.14 1.12
H 1.62 1.63 -1.53
H -0.79 5.27 -0.36
H -1.56 3.99 0.55
H -2.37 2.99 -1.63
H -1.45 4.27 -2.47
H -3.28 5.30 -0.39
H -2.92 5.93 -1.97
H -4.36 3.70 -2.69
H -5.00 5.31 -2.50
H -6.21 4.87 -0.71
H -4.97 3.99 0.12
H -6.83 2.51 -0.21
H -7.09 3.03 -1.86
H -4.47 1.86 -1.83
H -5.51 -2.20 0.38
H -7.04 -1.86 1.16
H -7.07 -2.71 -0.37
H -8.22 -0.61 -1.69
H -4.40 1.84 0.59
H -3.21 -0.96 0.59
H -2.65 0.42 1.52
H -2.56 0.50 -0.21
H -6.35 0.70 1.85
H -5.18 -0.61 2.13
H -3.80 1.77 2.78
H -4.46 0.58 3.90
H -6.56 2.45 3.02
H -5.21 3.31 3.70
H -6.06 2.06 4.65
C -8.79 -7.64 0.97
O -9.23 -6.43 0.41
C -9.86 -6.56 -0.85
C -11.09 -5.69 -0.97
O -12.20 -6.08 -0.19
C -12.15 -5.94 1.22
C -12.19 -4.52 1.73
O -11.00 -3.82 1.44
C -11.18 -2.50 0.97
H -7.85 -7.97 0.52
H -8.63 -7.47 2.04
H -9.54 -8.43 0.86
H -10.14 -7.60 -1.04
H -9.15 -6.25 -1.63
H -11.44 -5.78 -2.00
H -10.84 -4.64 -0.81
H -11.30 -6.48 1.65
H -13.06 -6.43 1.58
H -12.31 -4.56 2.82
H -13.06 -4.01 1.31
H -12.01 -2.44 0.26
H -10.27 -2.21 0.45
H -11.36 -1.81 1.80
C 7.88 -3.75 2.42
O 7.84 -2.35 2.57
C 9.11 -1.71 2.47
C 9.04 -0.43 1.67
O 8.81 -0.59 0.28
C 7.55 -1.05 -0.17
C 6.41 -0.07 0.00
O 6.05 0.10 1.36
C 5.81 1.44 1.74
H 8.22 -4.24 3.33
H 6.86 -4.08 2.20
H 8.52 -4.04 1.59
H 9.84 -2.39 2.01
H 9.45 -1.46 3.48
H 10.03 0.03 1.73
H 8.33 0.27 2.11
H 7.30 -2.02 0.25
H 7.68 -1.19 -1.25
H 5.54 -0.48 -0.53
H 6.67 0.89 -0.46
H 6.54 2.12 1.29
H 5.90 1.50 2.82
H 4.80 1.75 1.46
C 14.11 4.93 -1.17
O 14.11 3.64 -1.75
C 14.85 2.67 -1.04
C 14.13 1.34 -0.97
O 12.98 1.32 -0.14
C 11.81 2.01 -0.56
C 11.08 1.40 -1.73
O 11.80 1.54 -2.95
C 11.81 0.38 -3.75
H 15.05 5.46 -1.39
H 13.28 5.49 -1.60
H 13.97 4.88 -0.09
H 15.07 3.02 -0.02
H 15.80 2.51 -1.56
H 14.82 0.64 -0.49
H 13.91 0.96 -1.97
H 12.01 3.07 -0.73
H 11.13 1.94 0.30
H 10.12 1.93 -1.84
H 10.86 0.35 -1.52
H 11.96 -0.52 -3.15
H 12.65 0.48 -4.45
H 10.89 0.29 -4.33
*
```

***

What is the formula in the second record?
C35H73BO16S